ORCA calculation (wB97M-V/def2-TZVPD) on a structure of composition C50H36F2N5O5PS2SeY.

Geometry (Å):
1 Y 0.433 -0.041 0.144
2 O -0.853 1.473 1.479
3 N -0.599 2.769 1.552
4 C -1.660 3.598 1.456
5 C -1.527 4.952 1.597
6 C -0.244 5.464 1.832
7 C 0.824 4.609 1.884
8 C 0.683 3.210 1.724
9 S 1.968 2.107 1.742
10 H -2.586 3.075 1.266
11 H -2.400 5.583 1.509
12 H -0.091 6.529 1.956
13 H 1.830 4.973 2.041
14 O -3.138 -1.198 2.377
15 C -2.770 -1.202 1.198
16 O -1.625 -0.919 0.740
17 C -3.813 -1.623 0.157
18 C -4.871 -2.394 0.638
19 C -5.855 -2.882 -0.202
20 C -5.801 -2.583 -1.556
21 C -4.766 -1.801 -2.041
22 C -3.757 -1.312 -1.208
23 P -2.430 -0.237 -1.929
24 C -3.253 1.400 -1.906
25 C -4.234 1.718 -0.968
26 C -4.766 3.000 -0.906
27 C -4.335 3.981 -1.787
28 C -3.352 3.680 -2.720
29 C -2.809 2.405 -2.766
30 C -2.518 -0.740 -3.696
31 C -3.267 -0.121 -4.696
32 C -3.220 -0.581 -6.007
33 C -2.427 -1.672 -6.334
34 C -1.684 -2.301 -5.345
35 C -1.723 -1.836 -4.039
36 H -4.885 -2.594 1.701
37 H -6.657 -3.493 0.197
38 H -6.559 -2.954 -2.235
39 H -4.742 -1.571 -3.099
40 H -4.581 0.964 -0.269
41 H -5.524 3.225 -0.164
42 H -4.756 4.980 -1.742
43 H -2.985 4.440 -3.403
44 H -2.014 2.193 -3.471
45 H -3.897 0.723 -4.452
46 H -3.807 -0.080 -6.768
47 H -2.382 -2.025 -7.358
48 H -1.052 -3.148 -5.585
49 H -1.122 -2.322 -3.278
50 F -0.794 -5.436 -1.353
51 C -0.079 -4.329 -1.678
52 C -0.235 -3.165 -0.957
53 C 0.553 -2.050 -1.253
54 C 1.488 -2.134 -2.301
55 C 1.529 -3.303 -3.053
56 F 2.350 -3.430 -4.143
57 C 0.769 -4.418 -2.766
58 C 2.468 -1.024 -2.419
59 C 3.487 -0.960 -3.375
60 C 4.412 0.064 -3.320
61 C 4.311 1.027 -2.331
62 C 3.255 0.924 -1.443
63 N 2.367 -0.065 -1.482
64 H -0.947 -3.142 -0.140
65 H 0.860 -5.321 -3.352
66 H 3.551 -1.714 -4.140
67 H 5.211 0.106 -4.052
68 H 5.015 1.843 -2.242
69 H 3.094 1.666 -0.668
70 Se 4.578 -3.787 0.376
71 N 4.311 -4.027 2.158
72 C 3.400 -3.119 2.508
73 C 2.925 -2.918 3.812
74 C 1.985 -1.920 4.037
75 C 1.523 -1.156 2.977
76 N 1.924 -1.312 1.702
77 C 2.879 -2.253 1.444
78 N 3.392 -2.418 0.240
79 H 3.307 -3.542 4.612
80 H 1.586 -1.722 5.024
81 H 0.765 -0.405 3.162
82 O -1.362 0.265 4.070
83 H -1.114 0.776 3.274
84 H -2.030 -0.333 3.686
85 C -3.538 8.740 -5.909
86 C -2.666 7.528 -5.687
87 O -3.012 6.415 -5.955
88 S -1.069 7.942 -4.982
89 C -0.658 6.463 -4.105
90 C -0.352 5.276 -4.764
91 C -0.069 4.134 -4.037
92 C -0.076 4.144 -2.634
93 C -0.351 5.358 -1.988
94 C -0.643 6.497 -2.712
95 C 0.141 2.952 -1.886
96 C 0.266 1.904 -1.260
97 H -4.346 8.486 -6.592
98 H -2.954 9.578 -6.291
99 H -3.943 9.043 -4.943
100 H -0.347 5.248 -5.845
101 H 0.153 3.205 -4.547
102 H -0.355 5.381 -0.909
103 H -0.876 7.422 -2.197

Values from the calculation:
Highest occupied orbital energy (alpha / beta) = -0.63 / -3.00 eV
HOMO-LUMO gap (alpha / beta) = 3.7850 / 6.1604 eV
Net charge = -2
Spin multiplicity = 2